1.
Formula: C19H34AuN7O2
Source: the Open Molecules 2025 dataset
Level of theory: ωB97M-V/def2-TZVPD

XYZ file:
```
63
Properties=species:S:1:pos:R:3:lowdin_charge:R:1
Au -0.4640 1.4127 -0.9447 0.91
C -2.2326 0.6847 2.8459 -0.01
N -0.8930 0.5695 3.4149 -0.09
C -0.6029 1.5248 4.4955 0.00
C 0.0753 -0.0513 2.7594 -0.34
N -0.1170 -0.3014 1.3886 0.21
C -0.3126 -1.4870 0.9686 -0.17
C -0.4033 -2.6735 1.8156 0.01
C -0.4222 -3.8947 1.2742 -0.01
C -0.3616 -4.0790 -0.1690 0.01
C -0.3398 -3.0454 -1.0261 0.01
C -0.3849 -1.6852 -0.5330 -0.14
N -0.4506 -0.6575 -1.3216 0.01
C -0.4161 -0.8572 -2.7214 -0.37
N 0.7330 -0.6130 -3.3207 -0.09
C 0.8201 -0.1135 -4.7010 0.00
C 1.9794 -0.4882 -2.5411 0.01
N -1.5362 -1.2181 -3.3244 -0.10
C -1.5668 -1.8714 -4.6384 0.00
C -2.8336 -1.1286 -2.6440 0.00
N 1.2010 -0.4714 3.3011 -0.09
C 1.3985 -0.5889 4.7452 0.00
C 2.3878 -0.7484 2.4822 0.01
H -2.9558 0.6557 3.6587 0.11
H -2.4490 -0.1375 2.1710 0.08
H -2.3412 1.6311 2.3116 0.10
H -1.1575 2.4359 4.2758 0.11
H 0.4496 1.7800 4.4855 0.09
H -0.9212 1.1438 5.4644 0.10
H -0.4345 -2.5352 2.8881 0.13
H -0.4748 -4.7737 1.9023 0.13
H -0.3502 -5.0915 -0.5519 0.13
H -0.3176 -3.2197 -2.0933 0.13
H -0.1546 0.2103 -5.0508 0.09
H 1.2317 -0.8639 -5.3735 0.11
H 1.4848 0.7489 -4.6885 0.11
H 2.0118 -1.2261 -1.7449 0.09
H 2.0763 0.5115 -2.1104 0.07
H 2.8063 -0.6850 -3.2186 0.11
H -0.5829 -2.2476 -4.9002 0.10
H -1.9256 -1.1966 -5.4141 0.11
H -2.2529 -2.7143 -4.5670 0.11
H -2.8133 -0.3476 -1.8889 0.07
H -3.0984 -2.0854 -2.1910 0.10
H -3.5850 -0.8749 -3.3885 0.11
H 0.4443 -0.6615 5.2575 0.09
H 1.9687 0.2529 5.1364 0.11
H 1.9611 -1.5044 4.9217 0.11
H 2.3398 -0.1850 1.5516 0.08
H 2.4928 -1.8228 2.3161 0.10
H 3.2560 -0.3926 3.0339 0.11
N -0.7692 3.5063 -0.8877 -0.09
C 0.5044 4.2834 -1.0664 -0.22
C 1.3891 4.1582 0.1582 -0.11
C 1.6159 2.6955 0.5459 -0.73
O 1.4342 2.3746 1.7320 -0.02
O 1.9175 1.8974 -0.4011 -0.15
H -1.4241 3.7627 -1.6195 0.09
H -1.2064 3.7850 -0.0120 0.10
H 0.2540 5.3284 -1.2505 0.12
H 1.0057 3.8804 -1.9432 0.11
H 0.9589 4.6864 1.0097 0.12
H 2.3527 4.6189 -0.0644 0.13
```

Properties
- E: -38457.7133 eV
- Net charge: +2
- HOMO-LUMO gap (alpha / beta): 5.49 / 5.49 eV


2.
Formula: C19H34BCl14F3O8P2
Source: the Open Molecules 2025 dataset
Level of theory: ωB97M-V/def2-TZVPD

XYZ file:
```
81
Properties=species:S:1:pos:R:3:lowdin_charge:R:1
C -1.3960 -4.6095 4.1858 0.01
B -0.7285 -3.4655 3.2932 -0.45
O -1.4510 -2.3091 3.0531 0.11
C 0.7732 -3.7124 2.7582 -0.21
O 1.5546 -2.7644 3.5458 0.07
C 1.5826 -1.6134 2.8061 -0.46
O 1.4721 -0.5878 3.3123 0.14
C 1.7592 -1.8973 1.2777 -0.27
C 1.0378 -0.8199 0.4304 -0.07
C -0.3792 -0.4467 0.8655 -0.15
O -0.6399 0.8544 0.2634 -0.02
C -1.9867 1.0888 0.1833 -0.56
C -2.5292 2.0674 1.2159 -0.08
O -2.6712 0.5858 -0.6058 0.17
C 3.2489 -1.7833 0.8707 -0.07
C 3.9639 -0.5046 1.3627 -0.23
O 4.0532 0.5006 0.3652 -0.01
C 5.4381 -0.9057 1.6470 -0.65
F 5.9210 -1.4569 0.5219 0.15
F 5.5599 -1.7558 2.6356 0.19
F 6.1911 0.1529 1.8376 0.18
C 1.1315 -3.3449 1.2751 -0.45
P -0.2666 -3.7081 0.1195 0.76
O 0.0591 -3.3711 -1.2875 -0.42
P 2.3020 -4.7590 0.8528 0.72
O 1.6824 -6.0783 1.1018 -0.43
H -2.1426 -5.1579 3.5974 0.08
H -1.9237 -4.1121 5.0167 0.07
H -0.6428 -5.2702 4.6274 0.07
H -1.6821 -1.9520 3.9253 0.11
H 1.0843 -4.7014 3.1053 0.13
H 1.0076 -1.2065 -0.5987 0.12
H 1.5948 0.1197 0.3653 0.13
H -0.5045 -0.3125 1.9440 0.05
H -1.1655 -1.1129 0.4957 0.10
H -1.9953 3.0180 1.0922 0.05
H -3.6014 2.2090 1.0982 0.07
H -2.2992 1.6499 2.2061 -0.02
H 3.2716 -1.7459 -0.2279 0.15
H 3.8697 -2.6413 1.1508 0.09
H 3.5883 -0.0961 2.3091 0.16
H 3.5531 1.2418 0.7290 0.10
H -0.4203 -5.1191 0.1732 0.05
H -1.5038 -3.1810 0.5600 0.04
H 3.4130 -4.6438 1.7340 0.05
H 2.7600 -4.5647 -0.4708 0.04
C 4.8920 2.2272 -2.6796 -1.03
Cl 4.1047 3.4192 -1.6358 0.50
Cl 4.9510 2.7746 -4.3582 0.51
H 5.9048 2.0697 -2.3259 0.03
H 4.3327 1.2993 -2.6320 0.02
C -3.5266 4.5104 -1.4885 -1.03
Cl -4.4062 4.7775 0.0213 0.51
Cl -4.1425 5.5393 -2.7870 0.54
H -2.4802 4.7395 -1.3309 -0.04
H -3.6404 3.4709 -1.7801 0.03
C -1.5193 7.6847 1.1330 -1.00
Cl -1.2634 6.0462 0.5166 0.53
Cl -2.8089 8.5116 0.2560 0.52
H -1.7908 7.6234 2.1812 0.03
H -0.5995 8.2474 1.0180 0.03
C -7.5314 7.0893 -3.5900 -1.04
Cl -8.2245 8.2736 -2.4754 0.50
Cl -7.4988 7.7013 -5.2486 0.50
H -6.5166 6.8698 -3.2792 -0.04
H -8.1334 6.1879 -3.5616 0.03
C -1.1017 2.6851 4.6892 -0.94
Cl -0.7521 1.0501 4.1119 0.64
Cl -2.4398 3.4184 3.7966 0.59
H -1.3664 2.6357 5.7396 0.03
H -0.2159 3.2960 4.5556 0.03
C 0.6810 -2.5529 -4.3608 -1.02
Cl 1.2957 -0.9487 -4.7876 0.50
Cl 1.8563 -3.8172 -4.7585 0.51
H 0.4809 -2.5819 -3.2942 -0.02
H -0.2325 -2.7383 -4.9146 -0.01
C 0.0903 -5.4085 -7.4747 -1.04
Cl -1.3324 -4.5894 -6.8166 0.52
Cl -0.3540 -6.8855 -8.3391 0.50
H 0.5918 -4.7372 -8.1629 0.03
H 0.7527 -5.6659 -6.6568 -0.01
```

Properties
- E: -239355.8198 eV
- HOMO-LUMO gap: 10.25 eV


3.
Formula: C19H34BINO7
Source: the Open Molecules 2025 dataset
Level of theory: ωB97M-V/def2-TZVPD

XYZ file:
```
63
Properties=species:S:1:pos:R:3:lowdin_charge:R:1
C 1.9023 -1.3624 3.5147 -0.12
C 1.3149 -0.4518 2.3081 -0.31
C 2.4145 -0.1223 1.1890 -0.62
I 3.2977 1.8040 1.6889 0.92
C 1.9173 -0.2706 -0.3261 -0.31
C 3.3188 -0.4866 -1.1126 -0.20
N 3.1517 -0.8240 -2.5558 -0.11
C 3.6252 -2.1963 -2.9048 -0.14
C 1.1540 -1.6597 -0.6759 -0.10
O 0.1787 -1.5052 -1.7599 -0.01
C 0.1343 -0.1021 -2.0170 -0.34
O -0.4518 0.2068 -3.0696 0.07
C 0.8941 0.8355 -0.9307 -0.15
C -0.3257 1.2737 0.0178 -0.10
C -1.5603 1.9618 -0.7241 -0.16
C -2.8351 1.0186 -0.9434 -0.19
C -3.3436 0.2402 0.3650 -0.14
C -3.2837 -1.3463 0.0659 -0.16
O -2.6082 -2.0938 1.1606 -0.06
C -2.3531 -3.3940 0.6361 -0.41
C -1.0270 -4.2293 1.0236 -0.01
O -3.1555 -3.9982 -0.1244 0.02
B 1.6088 2.0939 -1.7253 -0.41
C 2.0654 2.0648 -3.2781 -0.03
O 1.8067 3.3288 -0.9895 0.01
H 2.6001 -0.7626 4.1806 0.07
H 1.0408 -1.8174 4.1251 0.08
H 2.4709 -2.2279 3.0080 0.07
H 0.3739 -0.9608 1.9285 0.09
H 1.0114 0.5397 2.8100 0.09
H 3.2536 -0.9012 1.3277 0.08
H 3.9720 -1.3019 -0.6475 0.12
H 3.9575 0.4764 -1.0713 0.11
H 3.6565 -0.1784 -3.1735 0.09
H 3.6485 -2.9295 -2.0384 0.07
H 2.8603 -2.6245 -3.6576 0.09
H 4.6136 -2.1436 -3.4908 0.08
H 1.9056 -2.5277 -0.7847 0.13
H 0.4730 -2.0914 0.1511 0.10
H -0.6398 0.3566 0.6127 0.11
H 0.0755 2.0296 0.7903 0.13
H -1.3200 2.4447 -1.7271 0.12
H -1.9084 2.8247 -0.0337 0.09
H -2.7071 0.3018 -1.8373 0.10
H -3.6980 1.7178 -1.2581 0.11
H -4.4324 0.5444 0.5697 0.12
H -2.6826 0.5398 1.2521 0.09
H -4.3521 -1.7348 -0.0817 0.13
H -2.7114 -1.6098 -0.8825 0.11
H -0.1962 -4.0828 0.2403 0.08
H -0.6646 -3.9538 2.0669 0.08
H -1.2976 -5.3450 0.9563 0.09
H 1.8402 1.0834 -3.8160 0.06
H 1.5123 2.8936 -3.8562 0.09
H 3.1923 2.2957 -3.3473 0.08
H 2.7567 3.5135 -0.8551 0.06
C -4.2013 3.7934 3.2361 -0.06
C -3.1976 3.2100 2.2442 -0.76
O -2.6335 2.1462 2.6058 -0.09
O -3.0570 3.8693 1.1825 -0.09
H -4.2765 3.1763 4.1346 0.05
H -3.8894 4.7986 3.5315 0.06
H -5.1897 3.8521 2.7725 0.06
```

Properties
- E: -44853.2344 eV
- Net charge: -1
- HOMO-LUMO gap: 6.50 eV


4.
Formula: C19H34BN5O4P
Source: the Open Molecules 2025 dataset
Level of theory: ωB97M-V/def2-TZVPD

XYZ file:
```
64
Properties=species:S:1:pos:R:3:lowdin_charge:R:1
C 1.7114 -0.1090 3.6739 -0.14
N 1.1082 -1.0706 2.6742 -0.14
C 0.0278 -0.4348 1.8228 -0.17
C 0.1566 -0.8275 0.2239 0.01
C 0.0658 0.4260 -0.8304 -0.04
C -0.1307 2.0405 -0.6220 -0.04
N 0.2683 -0.3051 -2.1414 -0.05
C 0.3079 0.4860 -3.4457 -0.14
C -0.9889 1.3533 -3.9086 0.05
C -0.6691 2.1373 -5.2978 -0.02
C 0.7541 1.9491 -6.0114 -0.10
N 1.9469 1.1310 -5.6557 0.04
C 1.6207 0.4652 -4.3646 -0.08
C 0.4423 -1.7906 -1.9087 -0.16
P 0.7450 -2.9441 -3.3999 0.80
O 1.2735 -4.3853 -3.0235 -0.48
N 0.3782 -2.1823 -0.4173 0.15
B 0.5444 -3.5383 0.2459 -0.49
O 1.9476 -4.0086 0.5249 0.05
N -0.5616 -4.5056 0.6240 -0.11
C -1.7281 -3.8254 1.3070 -0.10
C -0.0294 -5.6456 1.5173 -0.09
H 2.8725 -0.0331 3.4245 0.10
H 1.6200 -0.4846 4.7919 0.07
H 1.2716 0.9749 3.6508 0.09
H 0.7041 -1.8785 3.2262 0.11
H 0.0493 0.7584 1.8581 0.11
H -1.0303 -0.7255 2.2920 0.13
H -0.8608 2.5507 -1.3897 0.08
H 0.9255 2.5825 -0.7421 0.12
H -0.5202 2.3427 0.4519 0.10
H -2.0069 1.4707 -3.3440 0.12
H -1.4832 2.8460 -5.7740 0.12
H 0.9003 2.5756 -7.0199 0.13
H 2.5187 -0.2006 -3.9388 0.12
H 1.7674 -2.3383 -4.2619 0.03
H -0.5025 -3.0624 -4.1603 0.04
H 2.5311 -3.3132 0.0577 0.13
H -1.4691 -2.8151 1.8427 0.07
H -2.1491 -4.5456 2.1602 0.11
H -2.5973 -3.7174 0.5014 0.11
H 0.6661 -6.2863 0.8272 0.11
H -0.8815 -6.3132 1.9637 0.11
H 0.6269 -5.2442 2.4116 0.11
C -1.4726 -0.2639 7.6579 -0.02
C -0.3980 -1.1791 7.1344 -0.47
O 0.5069 -0.7564 6.4166 0.02
C -0.4735 -2.6313 7.5233 -0.02
H -1.2902 0.7537 7.2966 0.09
H -2.4499 -0.5936 7.2963 0.09
H -1.4539 -0.2559 8.7505 0.09
H -1.4063 -3.0664 7.1557 0.09
H -0.4103 -2.7288 8.6100 0.09
H 0.3664 -3.1716 7.0735 0.09
C 0.6774 5.7582 -4.9060 -0.03
C -0.6340 5.9920 -4.2048 -0.49
O -1.1724 5.1047 -3.5449 0.02
C -1.2611 7.3536 -4.3423 -0.02
H 1.0111 4.7321 -4.7188 0.07
H 0.5521 5.8942 -5.9832 0.09
H 1.4328 6.4475 -4.5206 0.09
H -1.4728 7.5607 -5.3944 0.09
H -0.5921 8.1140 -3.9318 0.09
H -2.2031 7.3772 -3.7841 0.09
```

Properties
- E: -45842.9128 eV
- Net charge: +1
- HOMO-LUMO gap: 7.47 eV


5.
Formula: C19H34FeN6O7
Source: the Open Molecules 2025 dataset
Level of theory: ωB97M-V/def2-TZVPD

XYZ file:
```
67
Properties=species:S:1:pos:R:3:lowdin_charge:R:1
O -0.1011 -0.0656 -3.5130 -0.12
H -0.4089 0.1243 -4.4156 0.10
Fe 0.2596 -0.1703 -0.2695 0.57
N 0.4040 1.3005 0.9174 -0.15
N 1.5992 0.7022 -1.1886 -0.23
N -0.9563 -1.0422 0.8535 -0.10
N 0.1222 -1.7441 -1.2398 -0.10
O -0.1476 1.5065 2.0986 -0.11
O -1.4250 -0.5948 2.0351 -0.07
O 1.0039 -2.1168 -2.2133 -0.03
O 2.3531 0.1802 -2.1192 -0.11
C 1.9785 1.9198 -0.6664 -0.25
C 1.3484 2.2237 0.5553 -0.27
C -1.2499 -2.3311 0.5299 -0.23
C -0.6559 -2.7225 -0.7041 -0.22
C 1.6512 3.3459 1.4700 -0.03
H 2.0509 2.9904 2.4318 0.07
H 0.7322 3.9083 1.6786 0.09
H 2.3850 4.0246 1.0186 0.07
C 3.0447 2.6608 -1.3712 -0.03
H 2.8124 2.7585 -2.4398 0.09
H 4.0292 2.1756 -1.2849 0.09
H 3.1272 3.6622 -0.9525 0.07
C -2.0282 -3.2095 1.4385 -0.01
C -0.8043 -4.0652 -1.3216 -0.01
H -2.6824 -2.5976 2.0665 0.08
H -1.3748 -3.7735 2.1261 0.10
H -2.6390 -3.9268 0.8731 0.09
H -0.2189 -4.1641 -2.2429 0.08
H -1.8630 -4.2687 -1.5383 0.09
H -0.5060 -4.8604 -0.6226 0.10
H -0.8982 0.3636 2.1362 0.03
H 1.5451 -1.2567 -2.4058 0.08
C -0.9421 0.5999 -2.5465 -0.13
H -0.3053 1.3356 -2.0312 0.07
H -1.3020 -0.1520 -1.8166 0.06
H -1.7775 1.0994 -3.0710 0.10
O -4.0126 2.3783 -0.7780 -0.09
H -4.2531 1.4992 -0.4322 0.04
H -3.3370 2.6540 -0.1025 0.06
C -0.3678 -1.7545 6.7632 -0.08
C 1.1399 -1.6951 6.6490 -0.22
N 1.5790 -1.1917 5.3400 -0.06
C 1.2725 0.2226 5.0846 -0.20
C 2.4396 1.0664 4.5932 -0.07
C 2.5411 -1.9245 4.6790 -0.38
O 3.1559 -2.8479 5.2328 0.04
C 2.7886 -1.6824 3.2072 -0.12
C 4.0212 -2.0678 2.6658 0.01
C 4.2044 -1.9238 1.2880 -0.02
C 3.1400 -1.4303 0.5125 -0.09
N 1.9549 -1.0824 1.0311 0.07
C 1.7758 -1.2458 2.3574 -0.06
H -0.8077 -0.7525 6.7926 0.07
H -0.6223 -2.2773 7.6876 0.08
H -0.7942 -2.3081 5.9185 0.08
H 1.5497 -1.0269 7.4221 0.13
H 1.5740 -2.6894 6.7840 0.11
H 0.4340 0.3042 4.3702 0.10
H 0.8932 0.6250 6.0360 0.12
H 2.7237 0.7994 3.5689 0.06
H 2.1313 2.1178 4.5973 0.08
H 3.3084 0.9476 5.2545 0.09
H 4.7990 -2.4740 3.3095 0.12
H 5.1335 -2.1974 0.7950 0.11
H 3.2702 -1.3158 -0.5635 0.10
H 0.7849 -1.0114 2.7621 0.11
```

Properties
- E: -77908.1080 eV
- HOMO-LUMO gap (alpha / beta): 5.53 / 7.40 eV
- Multiplicity: 5


6.
Formula: C19H34O4
Source: the Open Molecules 2025 dataset
Level of theory: ωB97M-V/def2-TZVPD

XYZ file:
```
57
Properties=species:S:1:pos:R:3:lowdin_charge:R:1
C 2.5444 -0.9381 -0.6151 0.13
C 3.0428 -1.9509 -1.0133 -0.15
C 3.6245 -3.1892 -1.4957 -0.22
C 2.6100 -4.0066 -2.3037 -0.21
C 2.2488 -3.3111 -3.6149 -0.22
C 1.0516 -3.9506 -4.3219 -0.21
C -0.2870 -3.6296 -3.6532 -0.21
C -0.7431 -2.1951 -3.9150 -0.21
C -1.9125 -1.7616 -3.0307 -0.21
C -1.5234 -1.6511 -1.5560 -0.22
C -2.5642 -0.8785 -0.7489 -0.21
C -2.2819 -0.8785 0.7552 -0.20
C -0.9060 -0.3398 1.1486 -0.15
C -0.5958 1.0807 0.6618 -0.38
O 0.7507 1.4048 0.9461 -0.06
C -1.5817 2.1042 1.2559 -0.07
C -1.1167 3.5676 1.1182 -0.34
O -0.5301 3.8318 -0.1271 -0.01
C -0.1316 4.0054 2.2285 -0.10
O -0.6344 3.7848 3.5435 0.01
C -0.2303 2.7042 4.2083 -0.53
C -0.8173 2.6691 5.5925 0.03
O 0.5196 1.8688 3.7632 0.09
H 2.1210 -0.0485 -0.2490 0.00
H 4.4943 -2.9571 -2.1180 0.12
H 3.9676 -3.7711 -0.6345 0.12
H 3.0282 -4.9940 -2.5148 0.11
H 1.7142 -4.1464 -1.6960 0.11
H 3.1152 -3.3430 -4.2808 0.11
H 2.0358 -2.2614 -3.4064 0.09
H 1.0189 -3.6034 -5.3574 0.11
H 1.1940 -5.0341 -4.3427 0.11
H -0.1967 -3.7927 -2.5801 0.09
H -1.0501 -4.3170 -4.0262 0.11
H -1.0321 -2.1020 -4.9649 0.11
H 0.0880 -1.5090 -3.7425 0.10
H -2.7422 -2.4633 -3.1432 0.11
H -2.2596 -0.7837 -3.3743 0.11
H -0.5571 -1.1494 -1.4878 0.10
H -1.4127 -2.6467 -1.1230 0.12
H -2.6188 0.1482 -1.1166 0.11
H -3.5459 -1.3315 -0.9108 0.12
H -3.0591 -0.2986 1.2580 0.10
H -2.3531 -1.9047 1.1243 0.11
H -0.1310 -1.0020 0.7574 0.10
H -0.8207 -0.3501 2.2399 0.12
H -0.6614 1.1185 -0.4312 0.14
H 0.8794 1.3286 1.9072 0.07
H -2.5313 1.9959 0.7318 0.12
H -1.7573 1.8856 2.3105 0.12
H -1.9970 4.2186 1.1757 0.15
H 0.2286 3.2370 -0.2195 0.09
H 0.8231 3.4857 2.1057 0.12
H 0.0300 5.0827 2.1421 0.14
H -0.0693 3.0367 6.2928 0.09
H -1.6963 3.3033 5.6452 0.09
H -1.0598 1.6450 5.8628 0.09
```

Properties
- E: -28443.9012 eV
- HOMO-LUMO gap: 10.41 eV